Here is 2 unconnected molecules or ions with the total composition C3H10N2O3 from OMol25. Energies are from the ωB97M-V functional and the def2-TZVPD basis.

Positions of all 18 atoms, in Å:
C 1.610 0.215 -0.912
N 0.625 -2.286 -0.497
O 0.946 -1.062 0.078
H 1.470 -2.760 -0.813
H 0.030 -2.103 -1.309
H 1.911 1.222 -0.636
H 2.534 -0.343 -1.055
H 1.052 0.161 -1.842
C -0.157 1.224 1.675
N -0.676 1.189 0.315
C -1.361 0.082 -0.200
O -2.535 -0.133 0.454
O -1.235 -0.264 -1.357
H -3.041 -0.790 -0.044
H -1.166 2.046 0.085
H 0.512 2.080 1.776
H -0.909 1.227 2.465
H 0.389 0.296 1.816

## Properties
LUMO	0.703	eV
Kohn-Sham gap	9.7	eV
energy above the lowest of the compared OMol25 structures with the same formula, charge and spin	110.3	kcal per mole
total charge	0
energy	-455.3959	a.u.



Here is 2 unconnected molecules or ions with the total composition C3H10N2O3 from OMol25. Energies are from the ωB97M-V functional and the def2-TZVPD basis.

Positions of all 18 atoms, in Å:
O 0.966 1.872 -0.272
C 0.830 0.741 0.144
N -0.075 0.414 1.146
C -0.398 -0.958 1.508
O -1.156 -1.631 0.511
C 1.706 -0.394 -0.479
N 1.012 -0.986 -1.609
H -0.702 1.201 1.247
H 0.544 -1.463 1.630
H -1.018 -0.864 2.397
H -2.022 -1.260 0.507
H 2.679 0.015 -0.738
H 1.968 -1.137 0.270
H 1.057 -0.432 -2.460
H 0.106 -1.327 -1.313
H -2.425 1.633 -1.114
H -1.064 2.297 -0.811
O -2.008 2.280 -0.565

## Properties
LUMO	0.462	eV
Kohn-Sham gap	9.5	eV
energy above the lowest of the compared OMol25 structures with the same formula, charge and spin	18.8	kcal per mole
total charge	0
energy	-455.5417	a.u.



Here is 2 unconnected molecules or ions with the total composition C3H10N2O3 from OMol25. Energies are from the ωB97M-V functional and the def2-TZVPD basis.

Positions of all 18 atoms, in Å:
N -0.835 0.899 1.447
C -0.129 0.198 0.402
C -0.980 -0.186 -0.807
O -2.018 -1.103 -0.367
C 1.018 0.918 -0.297
N 1.095 2.256 -0.135
O 1.884 0.215 -0.831
H -1.153 0.543 2.350
H -1.599 1.342 0.984
H 0.409 -0.630 0.851
H -0.406 -0.753 -1.524
H -1.646 0.601 -1.256
H -1.533 -1.902 -0.133
H 1.706 2.975 -0.511
H 0.290 2.633 0.426
H 1.443 -1.933 -0.542
H 1.501 -3.388 0.140
O 0.953 -2.687 -0.199

## Properties
LUMO	0.815	eV
Kohn-Sham gap	10.0	eV
energy above the lowest of the compared OMol25 structures with the same formula, charge and spin	23.6	kcal per mole
total charge	0
energy	-455.5341	a.u.